Here is a cluster of 2 separate species, C3H2O3 in total from the Open Molecules 2025 dataset. Energies are from ωB97M-V/def2-TZVPD.

Last columns: bonded neighbours and bond lengths (Å).
Positions of all 8 atoms, in Å:
1 C -2.38 -0.59 0.12  O4 1.148, O6 1.140
2 C 1.03 1.02 -0.15  C3 1.290, O5 1.164
3 C 1.80 0.01 0.02  C2 1.290, H7 1.028, H8 1.111
4 O -1.87 -0.16 1.06  C1 1.148
5 O 0.09 1.68 -0.34  C2 1.164
6 O -2.88 -1.08 -0.78  C1 1.140
7 H 1.43 -0.83 -0.45  C3 1.028
8 H 2.79 -0.06 0.52  C3 1.111

Properties
Gap between HOMO and LUMO = 9.898 eV
Energy above the lowest of the compared OMol25 structures with the same formula, charge and spin = 32.3 kJ/mol
Lowest unoccupied orbital energy = 0.016 hartree
Charge = 0
Strongest force on any atom = 3.472 eV/Å

Computed Löwdin charges, given in elementary charges: number 1, C, carries -0.44; number 2, C, carries -0.28; number 3, C, carries 0.01; number 4, O, carries 0.21; number 5, O, carries 0.16; number 6, O, carries 0.23; number 7, H, carries 0.04; number 8, H, carries 0.08